1.
This record from the Open Molecules 2025 dataset describes one molecule with the formula C2H5N5O. The level of theory is wB97M-V/def2-TZVPD.

Its structure (SMILES) is [H]/N=c1\c(O)n[nH]n1N. The charge is 0. The value obtained for the HOMO energy is -0.33615 Ha. The lowest unoccupied orbital energy comes out at 0.4 eV. As for the electronic energy: -428.09258 a.u. Its gap between HOMO and LUMO is 9.53 eV. The value obtained for the relative energy (zero: lowest compared OMol25 entry of this formula, charge and spin) is 342.8 kJ/mol.

```
13
Properties=species:S:1:pos:R:3:forces:R:3:mulliken_charge:R:1
H 0.62969 2.28991 -0.43246 0.668 0.170 0.292 0.212
N -0.13060 1.94240 0.13060 -1.303 -2.853 -0.011 -0.775
C -0.08258 0.62737 0.15802 2.237 3.084 -0.358 0.573
C 1.16344 -0.18925 -0.16015 -1.688 0.491 2.216 0.364
O 2.46800 0.19762 -0.03844 -1.238 -1.760 -1.424 -0.469
N 0.81345 -1.39196 -0.10399 -1.115 -2.262 -0.502 -0.446
N -0.64815 -1.52822 -0.08537 1.054 -1.522 2.882 -0.328
N -1.16346 -0.26043 0.39008 2.886 2.382 -0.833 0.298
N -2.21190 0.24176 -0.32568 -5.579 0.241 1.649 -0.631
H 2.48582 1.05286 0.33248 0.030 1.791 0.678 0.314
H -0.83783 -2.16549 0.81725 0.843 1.311 -2.833 0.311
H -3.03636 0.46302 0.38496 2.269 -0.780 -2.036 0.261
H -2.08585 1.12517 -0.82138 0.936 -0.292 0.280 0.317
```
Positions in Å, forces in eV/Å.



2.
This record from the Open Molecules 2025 dataset describes a 2-piece molecular cluster, C7H12N3S2 overall. The level of theory is wB97M-V/def2-TZVPD.

The charge is +1. The value obtained for the HOMO energy (spin up / spin down) is -0.42496 / -0.40911 Ha. The lowest unoccupied orbital energy (spin up / spin down) comes out at -5.2 / -5.2 eV. As for the electronic energy: -1234.13762 a.u. Its gap between HOMO and LUMO (spin up / spin down) is 6.40 / 5.91 eV. The value obtained for the relative energy (zero: lowest compared OMol25 entry of this formula, charge and spin) is 392.5 kJ/mol.

```
24
Properties=species:S:1:pos:R:3:forces:R:3:mulliken_charge:R:1
C -0.91585 -0.44557 -2.06921 0.473 -0.392 1.906 -0.588
C -0.64030 0.62131 -1.27925 0.136 2.901 -0.713 0.249
C -0.75609 0.47204 0.12202 -0.994 -1.855 0.689 0.474
C -0.91527 -1.65903 -1.35349 -0.795 1.017 -1.959 0.488
C -0.00653 3.01363 -0.28542 1.388 -5.203 -0.357 -0.317
C 0.69954 0.72352 2.62980 -0.044 1.935 5.022 -0.948
C -0.79633 1.08632 2.42894 3.388 -0.913 -2.715 -0.688
N -0.93256 1.36573 1.01068 0.532 0.710 -1.919 -0.449
N -0.98583 -2.80269 -2.08970 0.069 0.877 2.159 -0.426
N 1.91127 -1.03144 -1.03832 0.627 0.099 0.048 -0.642
S -0.97015 -1.32787 0.37913 0.470 -0.731 -0.183 -0.092
S -0.42439 2.31822 -1.76634 -0.580 -0.700 0.801 0.044
H -1.05391 -0.38018 -3.08715 0.064 -0.056 -2.129 0.502
H -0.35234 3.93611 -0.13762 -1.452 4.080 0.391 0.374
H 1.32993 1.42228 2.17532 0.821 1.025 -1.178 0.358
H 1.00340 0.91766 3.78263 -0.974 -0.523 -2.335 0.324
H 1.05971 -0.25634 2.47886 -0.336 -1.271 -0.684 0.349
H -1.30939 0.22675 2.61353 -2.029 -2.309 0.910 0.412
H -1.18137 1.90638 2.89595 -0.572 1.986 1.815 0.415
H -0.80294 -2.87027 -3.07300 -0.034 0.704 -0.261 0.231
H -0.86582 -3.65673 -1.62027 -0.030 -1.226 0.636 0.241
H 1.87256 -1.99632 -0.74732 -0.032 -0.411 0.079 0.236
H 2.36472 -0.57460 -0.26159 -0.111 0.319 0.568 0.212
H 2.66794 -1.00892 -1.70820 0.014 -0.064 -0.591 0.241
```
Positions in Å, forces in eV/Å.



3.
This record from the Open Molecules 2025 dataset describes C4H6O2Pd as an isolated structure. The level of theory is wB97M-V/def2-TZVPD.

The multiplicity is 3. The charge is 0. The value obtained for the HOMO energy (spin up / spin down) is -0.26889 / -0.28278 Ha. The lowest unoccupied orbital energy (spin up / spin down) comes out at 0.4 / -0.5 eV. As for the electronic energy: -434.10973 a.u. Its gap between HOMO and LUMO (spin up / spin down) is 7.72 / 7.24 eV. The value obtained for the relative energy (zero: lowest compared OMol25 entry of this formula, charge and spin) is 4.8 kJ/mol.

```
13
Properties=species:S:1:pos:R:3:forces:R:3:mulliken_spin:R:1
H 2.19040 -1.83199 -0.87256 0.052 0.012 -0.152 0.925
O 0.72433 -2.29246 1.36113 0.161 -0.170 0.104 -0.028
C 0.77361 -1.03276 0.84154 -0.155 0.079 0.318 -0.332
C -0.23600 -0.38999 0.23980 5.936 1.442 1.536 0.403
C 0.02613 1.03615 -0.20113 0.930 0.831 -0.138 -0.038
C -1.14357 1.69935 -0.82607 -0.217 0.551 -0.365 -0.014
O -2.22535 1.13685 -1.01031 0.410 2.828 -0.794 0.047
Pd -1.88369 -0.65037 -0.26701 -6.178 -5.221 -0.403 0.947
H -0.13371 -2.68593 1.16349 -0.142 0.104 -0.092 0.054
H 1.74200 -0.57376 1.07702 -0.389 -0.064 -0.161 -0.005
H 0.83981 1.12211 -0.95523 -0.267 -0.056 0.176 0.022
H 0.35827 1.71692 0.60717 -0.105 -0.176 -0.096 0.014
H -1.03222 2.74587 -1.15786 -0.035 -0.160 0.068 0.004
```
Positions in Å, forces in eV/Å.